No. 1
The following is a DFT calculation (the ωB97M-V functional and the def2-TZVPD basis) of C9H21INO5P2Y as an isolated structure in a non-equilibrium geometry.

Geometry as ORCA input:
```
! wB97M-V def2-TZVPD RIJCOSX def2/J DEFGRID3
* xyz 2 1
C -4.93 -1.83 1.88
C -3.52 -1.83 2.05
H -5.45 -2.44 2.64
H -5.17 -2.29 0.89
H -5.31 -0.79 2.02
O -2.45 -2.03 2.45
I -3.13 1.16 -1.98
Y -1.05 0.10 -0.27
P -0.65 1.98 1.82
C 0.82 2.22 2.89
C -0.61 3.52 0.81
H -0.72 4.41 1.45
H -1.94 3.34 3.37
H -1.41 3.51 0.06
H -2.97 2.15 2.52
H 1.74 2.30 2.29
H 0.35 3.60 0.27
C -1.99 2.30 3.00
H 0.74 3.11 3.53
H -1.89 1.60 3.85
H 0.92 1.35 3.55
P -0.27 -2.38 -1.41
C 1.31 -3.29 -1.20
C -1.46 -3.75 -1.49
H -0.99 -1.22 -3.46
H -0.08 -2.72 -3.84
H 0.77 -1.24 -3.31
C -0.13 -1.85 -3.17
H -2.49 -3.37 -1.58
H -1.26 -4.38 -2.37
H 1.39 -4.14 -1.89
H 1.34 -3.68 -0.17
H -1.36 -4.35 -0.57
H 2.17 -2.62 -1.35
C 0.21 -1.14 1.67
O 0.86 -1.66 2.47
O 1.32 0.29 -0.30
N 1.35 1.11 -1.35
O 2.38 1.53 -1.81
O 0.16 1.44 -1.79
*
```

The frontier orbital gap comes out at 5.0 eV. As for the LUMO energy: -9.82 eV. As for the energy above the lowest of the compared OMol25 structures with the same formula, charge and spin: 0.0000 eV. Its total energy is -1804.58654 Eh.



No. 2
The following is a DFT calculation (the ωB97M-V functional and the def2-TZVPD basis) of C22H33N11O2PbS2 as an isolated structure.

Geometry as ORCA input:
```
! wB97M-V def2-TZVPD RIJCOSX def2/J DEFGRID3
* xyz 0 1
Pb -0.14 0.04 -0.05
C -1.30 4.37 2.05
C -0.93 3.27 1.10
N -0.04 2.38 1.34
N 0.64 2.37 2.50
C 1.71 1.54 2.71
N 2.16 1.55 3.98
S 2.49 0.68 1.52
C -1.58 3.22 -0.23
C -2.19 4.35 -0.77
C -2.75 4.29 -2.03
C -2.67 3.10 -2.74
C -2.05 2.02 -2.14
N -1.52 2.07 -0.93
H -1.15 4.08 3.08
H -0.68 5.25 1.86
H -2.34 4.65 1.93
H 0.30 2.89 3.30
H 1.48 1.67 4.72
H 2.86 0.86 4.18
H -2.22 5.27 -0.21
H -3.23 5.16 -2.46
H -3.07 3.01 -3.74
H -1.98 1.07 -2.66
N 1.41 -2.16 -0.90
N 2.34 -1.95 -1.90
C 2.71 -0.71 -2.31
N 3.69 -0.64 -3.22
N 2.04 0.32 -1.84
N 2.35 1.60 -2.12
O 1.59 2.43 -1.67
O 3.35 1.90 -2.80
H 1.83 -2.55 -0.06
H 0.61 -2.69 -1.21
H 2.85 -2.73 -2.27
H 4.19 -1.46 -3.54
H 3.99 0.29 -3.47
S -0.91 -0.59 4.99
C -0.72 -0.48 3.40
N -0.59 -0.41 2.24
C -4.35 -2.29 -5.26
C -3.12 -1.86 -4.50
C -1.98 -1.42 -5.18
C -0.86 -1.06 -4.44
C 0.39 -0.55 -5.12
C -0.89 -1.15 -3.06
C -2.04 -1.56 -2.31
C -3.15 -1.92 -3.12
N -1.93 -1.53 -0.96
C -2.90 -2.07 0.00
C -4.08 -2.93 -0.50
C -3.55 -0.90 0.77
C -2.13 -2.99 0.97
H -4.26 -2.07 -6.33
H -5.23 -1.78 -4.88
H -4.51 -3.36 -5.15
H -1.97 -1.36 -6.26
H 0.29 -0.64 -6.21
H 1.27 -1.12 -4.81
H 0.56 0.50 -4.88
H 0.00 -0.84 -2.52
H -4.08 -2.21 -2.68
H -4.84 -2.32 -0.99
H -4.54 -3.39 0.37
H -3.75 -3.73 -1.17
H -4.12 -0.28 0.08
H -2.80 -0.27 1.25
H -4.23 -1.28 1.54
H -1.85 -3.91 0.45
H -2.74 -3.25 1.83
H -1.23 -2.51 1.33
*
```

The frontier orbital gap comes out at 5.7 eV. As for the LUMO energy: -0.41 eV. As for the energy above the lowest of the compared OMol25 structures with the same formula, charge and spin: 0.0845 eV. Its total energy is -2600.04208 Eh.



No. 3
The following is a DFT calculation (the ωB97M-V functional and the def2-TZVPD basis) of C3H7FNO4S2 as an isolated structure.

Geometry as ORCA input:
```
! wB97M-V def2-TZVPD RIJCOSX def2/J DEFGRID3
* xyz -1 1
C 3.00 0.65 -0.14
S 1.42 -0.14 0.03
O 1.47 -0.94 1.24
O 1.21 -0.90 -1.19
N 0.50 1.14 0.09
S -1.00 1.17 0.59
O -1.54 2.45 0.22
O -1.17 0.73 1.95
C -1.89 0.00 -0.45
C -1.83 -1.47 -0.10
F -2.65 -1.76 0.99
H 3.72 -0.14 -0.35
H 2.96 1.37 -0.96
H 3.23 1.15 0.80
H -1.48 0.15 -1.45
H -2.93 0.35 -0.43
H -2.22 -2.04 -0.95
H -0.82 -1.80 0.13
*
```

The frontier orbital gap comes out at 8.7 eV. As for the LUMO energy: 3.28 eV. As for the energy above the lowest of the compared OMol25 structures with the same formula, charge and spin: 0.0000 eV. Its total energy is -1370.52364 Eh.



No. 4
The following is a DFT calculation (the ωB97M-V functional and the def2-TZVPD basis) of C23H39O2SiV as an isolated structure in a non-equilibrium geometry.

Geometry as ORCA input:
```
! wB97M-V def2-TZVPD RIJCOSX def2/J DEFGRID3
* xyz 1 2
O 0.00 -0.16 -5.54
C -0.11 1.15 -6.18
C -0.27 0.56 -7.59
H 0.80 1.73 -6.04
H -1.00 1.70 -5.83
C -0.11 -0.80 -6.85
H 0.56 0.80 -8.26
H -1.24 0.72 -8.04
C 1.16 -1.54 -7.20
H 2.03 -0.87 -7.15
H 1.08 -1.94 -8.22
H 1.31 -2.38 -6.52
C -1.33 -1.70 -6.94
H -2.24 -1.16 -6.66
H -1.21 -2.57 -6.28
H -1.44 -2.06 -7.97
V -0.46 -0.62 2.55
C -2.44 -1.14 3.42
C -2.34 0.26 3.67
C -2.27 0.94 2.40
H -2.36 0.73 4.65
C -2.31 -0.05 1.36
C -2.48 -1.33 1.98
H -2.71 -2.26 1.46
H -2.58 -1.91 4.18
H -2.22 2.01 2.23
H -2.34 0.16 0.29
C 0.87 -2.06 3.67
C -0.13 -2.76 2.92
C 0.13 -2.54 1.52
H -0.89 -3.42 3.34
C 1.29 -1.71 1.41
C 1.77 -1.44 2.72
H 2.65 -0.86 2.95
H 0.97 -2.06 4.76
H -0.40 -2.99 0.68
H 1.77 -1.42 0.48
O 0.13 0.23 -0.45
C -0.25 -0.61 -1.56
C -0.62 0.30 -2.71
H -1.08 -1.26 -1.24
H 0.60 -1.24 -1.82
C 0.16 1.59 -2.43
H -1.70 0.49 -2.70
H -0.35 -0.15 -3.67
C 0.27 1.59 -0.91
H -0.34 2.49 -2.81
H 1.16 1.52 -2.87
H -0.52 2.19 -0.44
H 1.24 1.96 -0.54
C 2.71 0.42 5.40
Si 1.15 1.39 5.01
C -0.14 0.88 6.28
C 1.53 3.21 5.26
C 0.50 1.12 3.25
H 3.05 0.65 6.42
H 3.52 0.69 4.71
H 2.56 -0.67 5.34
H 0.33 0.86 7.28
H -0.97 1.60 6.31
H -0.55 -0.12 6.07
H 2.36 3.54 4.63
H 0.67 3.85 5.04
H 1.81 3.39 6.31
H -0.04 2.06 3.01
H 1.31 1.05 2.48
*
```

The frontier orbital gap (alpha / beta) comes out at 7.5 / 7.9 eV. As for the LUMO energy (alpha / beta): -4.19 / -3.73 eV. As for the energy above the lowest of the compared OMol25 structures with the same formula, charge and spin: 0.0000 eV. Its total energy is -2283.47872 Eh.



No. 5
The following is a DFT calculation (the ωB97M-V functional and the def2-TZVPD basis) of C28H31BrCl3N3O2PtSb2 as an isolated structure in a non-equilibrium geometry.

Geometry as ORCA input:
```
! wB97M-V def2-TZVPD RIJCOSX def2/J DEFGRID3
* xyz 2 3
Pt 17.23 -15.68 2.77
C 15.11 -18.72 4.10
Sb 16.51 -17.99 2.63
C 15.39 -18.47 0.83
C 18.17 -19.38 2.95
C 18.69 -19.69 1.60
C 18.16 -20.81 0.91
C 18.67 -21.17 -0.32
C 19.68 -20.38 -0.93
C 20.24 -19.30 -0.29
C 19.76 -18.94 1.00
C 20.49 -17.89 1.73
Sb 19.32 -16.01 1.41
C 19.19 -15.87 -0.74
C 20.95 -14.70 2.02
H 14.82 -19.77 3.86
H 14.22 -18.02 4.07
H 15.50 -18.65 5.13
H 15.10 -19.53 0.84
H 16.02 -18.20 -0.02
H 14.46 -17.84 0.80
H 17.69 -20.23 3.50
H 18.92 -18.85 3.58
H 17.37 -21.36 1.40
H 18.28 -22.05 -0.81
H 19.97 -20.62 -1.94
H 20.99 -18.71 -0.78
H 21.45 -17.68 1.24
H 20.59 -18.03 2.83
H 20.07 -15.38 -1.21
H 18.28 -15.28 -0.90
H 19.03 -16.86 -1.18
H 21.91 -15.20 1.80
H 20.86 -14.51 3.11
H 20.76 -13.76 1.47
C 17.49 -12.26 0.92
O 16.24 -12.90 1.24
C 15.46 -12.25 2.09
C 15.62 -10.87 2.36
C 14.55 -10.24 2.99
Br 14.46 -8.40 2.66
C 13.50 -10.94 3.57
C 13.50 -12.34 3.46
C 14.52 -13.03 2.77
O 14.62 -14.37 2.88
C 12.38 -13.01 4.12
N 11.51 -12.41 4.90
C 10.57 -13.39 5.24
C 9.43 -13.28 6.02
C 8.65 -14.41 6.17
C 9.01 -15.61 5.48
C 10.17 -15.72 4.71
C 10.92 -14.60 4.57
N 12.14 -14.34 3.95
H 17.30 -11.35 0.36
H 18.03 -12.96 0.28
H 18.05 -12.07 1.86
H 16.44 -10.36 1.91
H 12.68 -10.44 4.07
H 15.52 -14.66 3.28
H 9.20 -12.33 6.48
H 7.83 -14.39 6.88
H 8.34 -16.49 5.55
H 10.40 -16.67 4.19
H 12.64 -14.94 3.31
Cl 18.10 -13.35 7.82
C 18.72 -14.66 6.81
Cl 20.62 -14.30 6.29
Cl 18.60 -16.38 7.64
C 18.10 -14.73 5.53
N 17.62 -14.84 4.48
*
```

The frontier orbital gap (alpha / beta) comes out at 6.9 / 4.0 eV. As for the LUMO energy (alpha / beta): -5.69 / -8.75 eV. Its total energy is -5954.00199 Eh.



No. 6
The following is a DFT calculation (the ωB97M-V functional and the def2-TZVPD basis) of AlF18P3 as an isolated structure in a non-equilibrium geometry.

Geometry as ORCA input:
```
! wB97M-V def2-TZVPD RIJCOSX def2/J DEFGRID3
* xyz 0 1
Al -10.02 18.59 -8.13
P -10.43 16.17 -10.57
F -10.00 16.04 -8.97
F -11.61 17.17 -10.10
F -9.51 17.54 -10.60
F -10.85 16.35 -12.10
F -9.18 15.30 -10.97
F -11.38 14.90 -10.29
P -13.26 20.12 -9.40
F -12.88 21.69 -9.29
F -11.80 19.91 -10.08
F -12.59 19.90 -7.89
F -13.58 18.55 -9.37
F -14.69 20.45 -8.72
F -13.99 20.27 -10.81
P -8.07 21.07 -9.68
F -8.96 19.89 -10.34
F -9.53 21.46 -9.01
F -7.67 19.97 -8.54
F -7.36 22.27 -8.95
F -6.79 20.63 -10.56
F -8.50 22.01 -10.96
*
```

The frontier orbital gap comes out at 3.5 eV. As for the LUMO energy: -10.02 eV. As for the energy above the lowest of the compared OMol25 structures with the same formula, charge and spin: 0.0000 eV. Its total energy is -3064.35666 Eh.



No. 7
The following is a DFT calculation (the ωB97M-V functional and the def2-TZVPD basis) of C9H9N3O2 as an isolated structure in a non-equilibrium geometry.

Geometry as ORCA input:
```
! wB97M-V def2-TZVPD RIJCOSX def2/J DEFGRID3
* xyz 0 1
C -4.41 0.90 0.07
C -3.49 -0.23 0.16
C -1.30 -0.98 -0.31
C 0.21 -0.68 -0.11
C 0.84 0.56 -0.08
C 3.04 1.30 -0.06
C 4.29 0.79 -0.17
C 3.53 -1.49 0.22
C 2.22 -1.03 -0.09
H -4.46 1.11 -1.07
H -5.51 0.72 0.80
H -3.70 1.84 0.58
H -3.87 -1.16 -0.56
H -3.43 -0.86 1.16
H 0.49 1.68 -0.17
H 2.65 2.25 -0.12
H 5.17 1.55 -0.56
H 4.03 -2.46 0.55
N 2.11 0.30 0.03
N 4.54 -0.60 0.04
N 1.06 -1.62 0.08
O -2.07 0.16 -0.06
O -1.92 -2.03 -0.33
*
```

The frontier orbital gap comes out at 9.0 eV. As for the LUMO energy: -0.02 eV. As for the energy above the lowest of the compared OMol25 structures with the same formula, charge and spin: 6.2676 eV. Its total energy is -662.93892 Eh.



No. 8
The following is a DFT calculation (the ωB97M-V functional and the def2-TZVPD basis) of one molecule with the formula C5H8N2 in a non-equilibrium geometry.

Geometry as ORCA input:
```
! wB97M-V def2-TZVPD RIJCOSX def2/J DEFGRID3
* xyz 0 1
C 0.63 -1.25 0.34
C 0.22 0.20 0.13
C 0.37 1.08 1.35
N 0.49 0.87 -1.14
C -0.90 0.52 -0.82
C -1.55 -0.57 -1.53
N -2.05 -1.45 -2.09
H -0.24 -1.91 0.47
H 1.25 -1.34 1.23
H 1.21 -1.63 -0.51
H 1.42 1.12 1.66
H 0.04 2.10 1.15
H -0.21 0.68 2.19
H 0.86 0.21 -1.82
H -1.55 1.37 -0.62
*
```

The frontier orbital gap comes out at 10.9 eV. As for the LUMO energy: 0.89 eV. The SMILES is CC1(C)N[C@H]1C#N. As for the energy above the lowest of the compared OMol25 structures with the same formula, charge and spin: 1.2779 eV. Its total energy is -304.78853 Eh.